# 1
ORCA calculation (ωB97M-V with the def2-TZVPD basis set) on a structure of composition C15H31FP2Pb.

```
50
Properties=species:S:1:pos:R:3:forces:R:3:mulliken_charge:R:1
P 0.29934 2.14773 0.72212 -2.533 0.237 0.343 1.191
P -1.05380 -0.36465 -2.13049 -2.806 1.547 1.455 0.927
C -0.35051 2.11361 -0.96573 -0.353 0.361 -1.058 -1.173
C -1.47608 1.09629 -1.23106 0.459 1.579 -3.498 -0.713
H 0.49171 1.99611 -1.66786 0.079 0.023 0.294 0.415
H -0.74623 3.12351 -1.18473 0.267 -0.274 0.219 0.538
H -1.94433 0.60137 -0.15187 0.222 -0.962 1.784 -0.410
H -2.29686 1.60102 -1.75764 0.091 0.003 0.046 0.636
C -0.23042 -0.08001 -3.69426 0.437 -0.201 -0.699 -1.284
H 0.35176 -0.96845 -3.98180 -0.017 0.313 -0.050 0.426
H 0.42318 0.80051 -3.61637 -0.088 -0.361 -0.066 0.359
H -1.00147 0.10956 -4.46054 0.378 -0.044 0.272 0.402
C -2.70342 -1.04045 -2.53641 0.065 0.114 -0.447 -1.650
H -3.06847 -0.54931 -3.45136 0.047 -0.179 0.221 0.470
H -3.41030 -0.83547 -1.71527 0.520 -0.168 -0.236 0.372
H -2.63381 -2.12708 -2.69497 -0.082 0.376 0.051 0.426
C 2.06589 2.50670 0.69171 0.392 0.149 0.215 -1.246
H 2.56830 2.05601 1.55833 -0.064 0.113 -0.251 0.401
H 2.19209 3.60322 0.75463 -0.142 -0.435 -0.009 0.421
H 2.54659 2.16665 -0.24103 -0.302 -0.083 0.417 0.284
C -0.52128 3.48939 1.64071 0.352 0.375 -0.128 -1.510
H -1.59306 3.29415 1.78796 0.388 -0.187 -0.208 0.377
H -0.39949 4.44184 1.11439 -0.022 -0.059 0.143 0.452
H -0.04463 3.56177 2.62728 -0.119 0.014 -0.176 0.412
Pb 4.58532 -0.55953 -0.18269 -0.202 0.108 -0.285 0.857
C -1.31742 -2.43918 -0.21742 -0.323 -0.256 -1.512 -1.165
C -0.41202 -1.57584 -0.94027 2.576 -1.230 -0.046 0.340
C 0.80284 -0.97152 -0.09913 -0.278 -0.712 -0.719 -1.299
C 0.62421 -0.41453 1.32114 0.590 -0.293 0.385 -1.140
C -0.43291 0.67956 1.55009 1.554 -0.801 0.641 -0.107
C -1.82113 0.26341 1.16013 -1.153 0.021 -0.010 -0.323
C -2.11004 -1.10156 1.76070 0.188 -0.033 1.563 -1.168
C -1.46935 -2.40253 1.20912 -0.757 -0.013 1.122 -0.737
C 4.29014 -1.66283 1.77122 0.327 -0.019 -0.424 -1.343
H -1.85197 -3.22234 -0.74707 0.327 0.087 -0.188 0.363
H 0.08959 -2.19158 -1.72909 0.207 -0.094 0.338 0.699
H 1.27350 -0.19804 -0.72961 0.136 0.131 -0.053 0.319
H 1.55297 -1.78169 -0.05351 -0.260 0.279 0.104 0.507
H 0.49702 -1.22468 2.04583 -0.109 0.301 -0.273 0.484
H 1.60759 0.00734 1.59120 -0.086 -0.159 -0.038 0.186
H -0.49327 0.87588 2.63638 0.778 0.302 -0.055 0.662
H -2.52772 0.95090 1.64394 -0.016 0.153 0.029 0.552
H -3.18752 -1.23251 1.83583 -0.202 -0.013 -0.360 0.431
H -1.79871 -1.03143 2.82537 -0.086 -0.245 0.179 0.255
H -0.52769 -2.59800 1.74215 -0.132 -0.104 0.118 0.328
H -2.10302 -3.26798 1.46971 0.043 0.430 0.182 0.397
H 3.90307 -2.67757 1.57582 0.172 0.504 0.293 0.280
H 3.62951 -1.04711 2.39808 0.300 -0.416 0.094 0.285
H 5.33895 -1.68088 2.13667 -0.738 -0.163 0.245 0.467
F 4.39337 -2.23978 -1.39033 -0.026 -0.016 0.035 -0.652
```
Positions in Å, forces in eV/Å.

## Properties
- energy above the lowest of the compared OMol25 structures with the same formula, charge and spin (kJ/mol) = 597.1
- Kohn-Sham gap (alpha / beta) (eV) = 4.81 / 2.65
- highest occupied orbital energy (alpha / beta) (eV) = -5.1 / -3.6
- total charge = 0

# 2
ORCA calculation (ωB97M-V with the def2-TZVPD basis set) on a structure of composition C15H31KO7S3.

```
57
Properties=species:S:1:pos:R:3:forces:R:3:mulliken_charge:R:1
K -0.19532 0.11522 1.38262 -0.098 -0.064 -0.197 0.974
C 2.28756 -1.90007 1.44965 -0.068 -0.386 -0.172 -1.047
C 2.76861 -1.42606 2.81642 -1.677 0.471 -0.903 0.900
C 4.18440 -1.02793 2.74052 2.126 -0.215 0.692 -1.287
O 1.93091 -0.46814 3.33942 -0.226 0.695 -0.099 -0.451
H 2.93580 -2.70663 1.10710 -0.071 0.087 -0.197 0.449
H 2.36212 -1.06886 0.74849 0.274 0.069 -0.186 0.210
H 1.26821 -2.28163 1.39100 -0.051 -0.124 0.371 0.011
H 2.54858 -2.16428 3.58760 0.383 -0.917 0.313 0.322
H 4.39876 -0.15093 2.12976 -0.402 0.127 0.079 0.191
H 4.78067 -1.82842 2.30261 -0.139 -0.150 -0.151 0.414
H 4.63824 -0.90009 3.72326 -0.174 0.363 0.062 0.353
C 2.57041 2.23138 1.01004 1.612 0.668 -1.901 0.633
C 2.86348 3.45175 0.02855 -0.052 -0.883 -1.452 -0.973
C 3.79488 4.46659 0.64919 -0.483 0.643 1.304 -0.672
S 3.97773 4.03129 2.42518 -1.982 2.695 -0.194 1.099
O 3.63650 5.26205 3.18862 0.638 -2.706 -0.950 -0.650
O 5.21130 3.32642 2.65205 -0.283 -0.161 0.081 -0.601
C 2.57467 2.76590 2.39234 0.643 0.532 1.511 -0.764
H 3.44963 1.59990 0.88232 0.018 -0.274 0.092 0.030
H 1.72962 1.63411 0.65726 -0.176 0.419 0.177 -0.424
H 1.99173 3.90705 -0.44142 -0.610 0.308 1.113 0.337
H 3.27967 3.16141 -0.93612 0.578 -0.952 0.252 0.466
H 3.25578 5.41384 0.66310 0.401 0.160 0.232 0.331
H 4.80780 4.64365 0.28762 -0.162 -0.472 -0.351 0.412
H 1.60717 3.15832 2.70545 0.264 0.515 0.078 0.412
H 2.96348 2.11015 3.17139 -0.356 -0.432 -0.108 0.343
C -3.74027 1.01640 -1.71027 -0.521 0.653 0.141 -0.246
C -3.27922 0.74018 -3.14414 0.095 0.054 1.101 -0.679
C -1.79064 1.07962 -3.24120 -0.168 0.046 -0.666 -0.709
S -1.36759 2.29870 -1.96622 -1.754 -1.966 0.337 1.015
O -0.95894 3.46937 -2.61447 0.498 2.472 -0.988 -0.682
O -0.44292 1.78732 -0.96019 -0.679 -0.625 0.284 -0.528
C -3.11218 2.33444 -1.29117 1.309 0.417 0.828 -0.846
H -3.53376 0.20793 -1.00898 0.016 -0.034 -0.106 0.067
H -4.80659 1.23281 -1.77539 -0.152 -0.530 0.422 0.359
H -3.80339 1.47258 -3.75808 -0.117 -0.328 -0.242 0.370
H -3.56078 -0.27371 -3.42849 0.241 0.126 -0.243 0.320
H -1.79717 1.65499 -4.16695 1.208 -0.096 0.015 0.339
H -1.06345 0.26785 -3.22342 -0.182 0.014 -0.068 0.453
H -3.72111 3.19343 -1.57302 0.498 0.085 -0.722 0.362
H -2.91961 2.52234 -0.23489 -0.248 -0.501 0.240 0.401
C -3.52682 -4.17617 -1.90822 3.768 -1.238 -2.571 -0.558
C -4.07949 -4.00860 -0.58047 -1.010 3.272 2.786 -0.504
C -3.02867 -3.99481 0.55025 0.258 0.062 -0.227 -0.736
S -1.46545 -3.31860 -0.22272 -0.735 -3.245 -1.471 0.934
O -0.24327 -4.00267 0.20805 -1.158 1.352 0.247 -0.691
O -1.53973 -1.86652 -0.29698 0.130 0.166 0.620 -0.448
C -1.92143 -4.07234 -1.86614 -0.364 0.534 1.813 -0.846
H -3.72267 -3.40437 -2.65258 -1.084 -0.356 0.153 0.280
H -3.69085 -5.19281 -2.26547 -0.298 0.269 -0.559 0.303
H -4.98056 -4.52505 -0.24964 0.341 -0.726 -0.439 0.442
H -4.44854 -2.98300 -0.58584 -0.257 0.311 0.165 0.139
H -2.95627 -5.02398 0.90192 0.935 0.179 0.240 0.367
H -3.27287 -3.31499 1.36653 -0.152 -0.192 0.009 0.420
H -1.43576 -5.04318 -1.76769 -0.014 0.063 -0.294 0.387
H -1.41261 -3.43339 -2.58791 -0.330 -0.251 -0.303 0.496
```
Positions in Å, forces in eV/Å.

## Properties
- multiplicity = 2
- energy above the lowest of the compared OMol25 structures with the same formula, charge and spin (kJ/mol) = 121.5
- Kohn-Sham gap (alpha / beta) (eV) = 9.33 / 7.62
- highest occupied orbital energy (alpha / beta) (eV) = -12.2 / -12.2
- total charge = +1

What are the E values for these records? In order: -42592.522 -79211.709 eV.